Entry P
13
Properties=species:S:1:pos:R:3:nbo_charge:R:1 method="wB97M-V/def2-TZVPD" orbital_gap_ev=9.286 lumo_energy_ev=0.3 multiplicity=1 total_charge=0 e_homo_ha=-0.33019
S 1.396 0.664 0.121 0.216
S -1.775 1.573 -1.095 0.184
N -0.919 0.174 -1.305 -0.551
C 0.601 0.833 1.816 -0.796
C 0.192 -1.726 -1.098 -0.674
C 0.108 -0.159 -0.753 0.098
H -1.102 2.755 -0.490 0.096
H 0.931 -0.144 2.473 0.243
H 0.726 -2.187 -2.248 0.223
H -0.612 0.909 1.770 0.248
H -0.942 -2.044 -1.208 0.234
H 0.751 1.897 2.372 0.253
H 0.643 -2.543 -0.356 0.225

***

Entry Q
13
Properties=species:S:1:pos:R:3:nbo_charge:R:1 method="wB97M-V/def2-TZVPD" orbital_gap_ev=8.653 lumo_energy_ev=0.1 multiplicity=1 total_charge=0 e_homo_ha=-0.31287
S 1.151 -0.819 -1.998 0.169
S -1.399 -0.522 0.020 0.221
N 1.406 -0.931 -0.357 -0.557
C 0.687 -0.495 1.794 -0.640
C -1.693 1.041 -0.957 -0.773
C 0.323 -0.600 0.342 0.040
H 0.836 0.684 2.257 0.215
H -1.040 1.784 -0.212 0.233
H -1.396 1.265 -2.071 0.253
H -0.071 -1.039 2.396 0.225
H -2.991 1.117 -0.630 0.249
H 2.484 -0.728 -2.487 0.129
H 1.703 -0.756 1.902 0.236

***

Entry R
13
Properties=species:S:1:pos:R:3:nbo_charge:R:1 method="wB97M-V/def2-TZVPD" orbital_gap_ev=8.956 lumo_energy_ev=0.3 multiplicity=1 total_charge=0 e_homo_ha=-0.31905
S 1.916 -1.132 -2.622 -0.125
S -2.176 1.198 2.057 -0.021
N 0.775 -0.667 -0.066 -0.602
C 0.327 0.339 1.047 -0.230
C 1.038 -0.311 -1.418 -0.060
C -1.161 0.315 0.983 -0.599
H -2.497 0.403 3.283 0.125
H 1.198 -1.499 0.127 0.389
H -1.676 -0.651 1.020 0.254
H -1.471 1.121 0.167 0.243
H 0.856 1.424 0.695 0.222
H 0.336 0.670 -1.491 0.174
H 0.763 0.084 2.028 0.231

***

Best to worst by energy: entry R, entry Q, entry P.

***

Entry P
22
Properties=species:S:1:pos:R:3:nbo_charge:R:1 method="wB97M-V/def2-TZVPD" orbital_gap_ev="5.266 / 5.725" lumo_energy_ev="0.9 / -3.2" multiplicity=3 s2=2.01 total_charge=0 e_homo_ha="-0.16045 / -0.32867"
S 2.113 -0.228 0.328 1.429
O 2.199 -1.612 0.624 -0.764
N 2.432 0.101 -1.341 -1.088
C 0.272 0.123 0.232 -0.214
C 0.685 2.672 0.193 -0.637
C -0.568 -1.066 0.252 -0.294
C -0.117 1.358 0.361 -0.323
C -1.567 -1.143 1.464 -0.604
C -1.380 -1.397 -1.062 -0.598
H -2.341 -1.930 1.382 0.212
H -2.330 -0.794 -1.192 0.206
H -0.960 -1.548 2.315 0.209
H -1.151 1.567 0.446 0.215
H -0.076 3.432 0.308 0.227
H 1.583 2.754 0.890 0.206
H 1.944 -0.231 -2.187 0.383
H -1.874 -2.341 -0.963 0.214
H 0.120 -1.958 0.553 0.240
H 2.626 1.016 -1.585 0.379
H -0.734 -1.288 -1.920 0.204
H -1.958 -0.131 1.693 0.208
H 1.080 2.645 -0.791 0.191

***

Entry Q
22
Properties=species:S:1:pos:R:3:nbo_charge:R:1 method="wB97M-V/def2-TZVPD" orbital_gap_ev="6.156 / 7.433" lumo_energy_ev="0.7 / -1.2" multiplicity=3 s2=2.01 total_charge=0 e_homo_ha="-0.19973 / -0.31876"
S 0.866 1.920 0.576 0.030
O -1.749 -0.272 1.003 -0.693
N 1.995 -0.421 -0.003 -0.510
C 3.364 0.227 -0.004 -0.422
C 2.039 -1.846 0.018 -0.385
C -2.466 0.184 0.013 0.329
C -3.745 0.856 0.502 -0.648
C 0.903 0.268 0.147 -0.082
C -2.102 -0.088 -1.222 -0.553
H -2.489 0.405 -2.149 0.215
H -4.250 1.393 -0.208 0.213
H 2.516 -2.155 -1.036 0.177
H -4.448 0.155 0.879 0.227
H 1.146 -2.367 0.027 0.223
H -3.235 1.570 1.323 0.214
H -0.409 1.967 0.098 0.157
H 3.490 1.066 0.667 0.211
H -0.853 -0.138 0.722 0.483
H 2.859 -2.111 0.763 0.195
H 4.211 -0.577 0.145 0.217
H -1.206 -0.709 -1.224 0.197
H 3.564 0.673 -1.037 0.205

***

Best to worst by energy: entry Q, entry P.

***

Entry P
19
Properties=species:S:1:pos:R:3:nbo_charge:R:1 method="wB97M-V/def2-TZVPD" orbital_gap_ev=8.038 lumo_energy_ev=0.9 multiplicity=1 total_charge=0 e_homo_ha=-0.26325
S -2.371 -1.072 -0.286 -0.004
N 1.240 -2.015 0.160 -0.672
N 1.579 -0.648 0.384 -0.296
C 2.210 0.019 -0.721 -0.427
C -1.474 0.432 -0.345 -0.426
C 0.450 0.011 0.906 -0.147
C -2.108 1.728 0.035 -0.650
H 1.559 0.133 -1.613 0.179
H 1.215 -2.370 -0.768 0.352
H -0.172 -0.453 1.690 0.199
H -1.038 0.674 -1.406 0.200
H -2.284 1.627 1.048 0.196
H 2.549 1.021 -0.278 0.219
H -2.986 1.799 -0.448 0.211
H -1.361 2.588 -0.094 0.206
H -2.267 -1.322 1.011 0.103
H 0.450 1.062 1.256 0.194
H 1.936 -2.550 0.672 0.353
H 2.872 -0.663 -1.203 0.209

***

Entry Q
19
Properties=species:S:1:pos:R:3:nbo_charge:R:1 method="wB97M-V/def2-TZVPD" orbital_gap_ev=9.256 lumo_energy_ev=1.0 multiplicity=1 total_charge=0 e_homo_ha=-0.30207
S 2.013 1.525 1.293 -0.063
N -0.281 -0.102 -0.435 -0.665
N -3.303 -1.178 -1.030 -0.887
C 1.106 -0.373 -0.535 -0.216
C -1.272 -0.732 0.366 -0.213
C -2.136 -1.772 -0.384 -0.227
C 1.981 0.870 -0.403 -0.515
H -0.626 0.499 -1.165 0.371
H -1.938 -0.003 0.822 0.180
H -2.461 -2.637 0.195 0.175
H -3.314 -1.282 -2.025 0.373
H 1.380 -0.836 -1.506 0.170
H 2.962 0.603 -0.770 0.222
H 1.616 1.695 -1.020 0.206
H 1.472 -1.100 0.200 0.206
H 0.684 1.418 1.405 0.128
H -0.803 -1.242 1.210 0.197
H -3.782 -0.402 -0.612 0.371
H -1.522 -2.134 -1.201 0.188

***

Entry R
19
Properties=species:S:1:pos:R:3:nbo_charge:R:1 method="wB97M-V/def2-TZVPD" orbital_gap_ev=9.267 lumo_energy_ev=0.8 multiplicity=1 total_charge=0 e_homo_ha=-0.31207
S 2.688 -0.424 -2.268 -0.046
N -1.323 -0.735 1.054 -0.634
N 1.434 0.152 0.801 -0.835
C -2.226 0.040 1.886 -0.403
C 1.037 0.209 -1.805 -0.543
C -0.837 -0.103 -0.145 -0.209
C 0.684 -0.267 -0.382 -0.076
H 0.238 -0.224 -2.430 0.226
H -0.594 -1.006 1.696 0.365
H -1.055 0.969 -0.026 0.156
H -1.835 1.080 1.885 0.163
H 0.651 -1.394 -0.315 0.181
H 2.063 0.876 0.440 0.358
H 3.057 0.693 -3.028 0.140
H 0.880 1.333 -1.780 0.225
H -3.247 0.132 1.503 0.184
H 2.089 -0.572 1.083 0.365
H -1.425 -0.362 -1.059 0.181
H -2.280 -0.397 2.889 0.201

***

Best to worst by energy: entry Q, entry R, entry P.